{
  "formula": "C20H14Br9FO5",
  "method": "the ωB97M-V functional and the def2-TZVPD basis",
  "species": ["C", "C", "O", "C", "O", "O", "F", "H", "H", "H", "C", "C", "C", "C", "C", "C", "C", "O", "C", "C", "C", "C", "C", "C", "C", "O", "H", "H", "H", "H", "H", "H", "H", "H", "C", "Br", "Br", "Br", "H", "C", "Br", "Br", "Br", "H", "C", "Br", "Br", "Br", "H"],
  "positions_angstrom": [[-2.742, -0.945, 3.043], [-2.317, -1.049, 1.605], [-1.990, -2.415, 1.416], [-2.127, -3.084, 2.556], [-1.868, -4.304, 2.686], [-2.476, -2.208, 3.541], [-1.276, -0.225, 1.368], [-3.830, -1.017, 3.049], [-2.163, -0.209, 3.602], [-3.057, -0.660, 0.906], [1.126, -0.233, 4.312], [1.576, -1.031, 3.241], [1.493, -0.502, 1.993], [1.226, 0.889, 1.747], [0.830, 1.755, 2.818], [0.754, 1.128, 4.077], [0.478, 3.183, 2.642], [-0.130, 3.874, 3.511], [0.730, 3.786, 1.334], [0.483, 5.125, 1.043], [0.611, 5.664, -0.239], [0.952, 4.855, -1.292], [1.110, 3.442, -1.079], [1.056, 2.922, 0.235], [1.407, 1.462, 0.419], [1.693, 0.855, -0.621], [1.012, -0.629, 5.310], [1.921, -2.020, 3.505], [1.757, -1.053, 1.103], [0.428, 1.759, 4.891], [0.319, 5.823, 1.850], [0.290, 6.674, -0.447], [1.062, 5.099, -2.338], [1.356, 2.766, -1.885], [-0.922, -0.802, -1.916], [-1.502, 1.105, -1.748], [0.355, -0.913, -3.370], [-2.583, -1.960, -2.196], [-0.456, -1.073, -0.968], [0.941, -2.318, -6.761], [0.137, -0.814, -7.781], [2.647, -1.745, -6.053], [1.104, -4.025, -7.711], [0.322, -2.534, -5.890], [-0.038, -4.728, -3.041], [-0.402, -5.866, -4.711], [1.684, -4.063, -3.320], [-0.191, -5.804, -1.401], [-0.789, -3.938, -3.035]],
  "s2": 0.78,
  "lumo_energy_ev": [1.2, 1.2],
  "multiplicity": 2,
  "charge": -1,
  "homo_lumo_gap_ev": [3.7, 7.0],
  "energy_ev": -664304.4249
}

***

{
  "formula": "C26H27FN7O5PtS",
  "method": "the ωB97M-V functional and the def2-TZVPD basis",
  "species": ["Pt", "C", "C", "N", "C", "C", "C", "O", "O", "C", "O", "C", "C", "C", "F", "C", "C", "C", "N", "C", "C", "N", "C", "C", "H", "H", "H", "H", "H", "H", "H", "H", "H", "H", "H", "H", "H", "H", "H", "H", "H", "H", "N", "C", "C", "C", "C", "C", "C", "S", "O", "O", "N", "C", "N", "C", "C", "C", "N", "H", "H", "H", "H", "H", "H", "H", "H", "H"],
  "positions_angstrom": [[-12.610, 1.084, 14.235], [-15.187, 0.341, 6.678], [-14.571, -0.887, 7.247], [-14.579, -0.833, 8.732], [-13.573, -0.170, 9.313], [-13.522, 0.138, 10.647], [-12.143, 0.623, 11.105], [-11.268, 0.786, 10.298], [-11.972, 0.618, 12.408], [-14.701, -0.002, 11.496], [-14.902, 0.411, 12.636], [-15.830, -0.759, 10.811], [-16.993, -1.104, 11.558], [-17.953, -1.889, 11.023], [-19.031, -2.241, 11.754], [-17.798, -2.353, 9.679], [-16.717, -1.966, 8.940], [-15.687, -1.181, 9.487], [-18.730, -3.238, 9.010], [-20.091, -2.735, 8.687], [-20.540, -3.541, 7.463], [-19.788, -4.824, 7.380], [-19.669, -5.509, 8.717], [-18.887, -4.556, 9.664], [-15.154, 0.292, 5.566], [-14.672, 1.203, 7.060], [-16.260, 0.430, 6.957], [-13.549, -1.038, 6.946], [-15.087, -1.799, 6.978], [-12.689, 0.010, 8.714], [-17.050, -0.790, 12.593], [-16.687, -2.289, 7.901], [-20.036, -1.684, 8.431], [-20.772, -2.848, 9.520], [-20.336, -3.043, 6.579], [-21.599, -3.746, 7.495], [-18.849, -4.563, 7.120], [-20.216, -5.416, 6.695], [-19.161, -6.477, 8.608], [-20.686, -5.695, 9.101], [-17.877, -4.932, 9.883], [-19.396, -4.472, 10.627], [-14.792, 4.739, 11.441], [-14.554, 4.422, 12.794], [-15.526, 3.703, 13.484], [-15.310, 3.310, 14.783], [-14.066, 3.561, 15.410], [-13.086, 4.244, 14.652], [-13.352, 4.705, 13.387], [-13.637, 2.629, 16.890], [-14.839, 2.106, 17.469], [-12.694, 3.386, 17.678], [-12.899, 1.362, 16.115], [-12.017, 0.493, 16.732], [-11.350, -0.234, 15.792], [-10.284, -0.925, 16.249], [-10.078, -1.027, 17.604], [-10.905, -0.339, 18.488], [-11.866, 0.458, 18.012], [-15.680, 5.215, 11.282], [-14.039, 5.245, 10.948], [-16.428, 3.423, 12.985], [-16.099, 2.762, 15.314], [-12.086, 4.287, 15.070], [-12.604, 5.371, 12.855], [-9.643, -1.411, 15.513], [-9.243, -1.568, 17.956], [-10.803, -0.355, 19.572]],
  "s2": 2.01,
  "lumo_energy_ev": [-3.3, -3.3],
  "multiplicity": 3,
  "charge": 1,
  "homo_lumo_gap_ev": [6.6, 6.7],
  "energy_ev": -64858.8024
}

***

{
  "formula": "C6H12N",
  "method": "the ωB97M-V functional and the def2-TZVPD basis",
  "species": ["C", "C", "C", "C", "C", "C", "N", "H", "H", "H", "H", "H", "H", "H", "H", "H", "H", "H", "H"],
  "positions_angstrom": [[0.764, 0.096, -1.347], [0.565, -0.645, -0.052], [-1.478, 0.265, 0.636], [1.733, -0.001, -0.141], [-2.407, -0.860, 0.375], [3.018, 0.160, 0.441], [-1.566, 1.371, -0.037], [1.146, -0.385, -2.187], [0.122, 0.985, -1.567], [0.257, -1.576, 0.335], [-1.021, 0.257, 1.587], [-2.295, -1.887, 0.791], [-2.662, -1.010, -0.714], [-3.433, -0.603, 0.736], [3.050, -0.020, 1.507], [3.448, 1.089, 0.280], [3.712, -0.641, -0.008], [-2.069, 1.366, -0.908], [-0.882, 2.039, 0.275]],
  "lumo_energy_ev": [-4.7, -4.7],
  "charge": 1,
  "homo_lumo_gap_ev": [8.8, 8.8],
  "energy_ev": -7896.4215
}

***

{
  "formula": "C7H17N4",
  "method": "the ωB97M-V functional and the def2-TZVPD basis",
  "species": ["C", "C", "C", "C", "C", "C", "C", "N", "N", "N", "N", "H", "H", "H", "H", "H", "H", "H", "H", "H", "H", "H", "H", "H", "H", "H", "H", "H"],
  "positions_angstrom": [[-3.663, -0.105, -0.744], [-0.835, 1.540, 1.062], [0.825, -2.773, 0.650], [-2.687, 0.715, -0.433], [1.513, 1.348, 0.382], [-0.811, -1.948, -0.869], [3.744, 1.335, -0.465], [-2.132, 0.840, 0.824], [0.376, 0.771, 0.656], [0.124, -1.822, 0.148], [2.534, 0.630, 0.003], [-4.354, -0.127, -1.636], [-3.858, -0.825, 0.024], [-0.749, 2.539, 0.513], [-0.562, 1.799, 2.084], [0.756, -3.753, 0.301], [1.510, -2.622, 1.455], [-2.309, 1.500, -1.066], [1.588, 2.450, 0.327], [-1.295, -2.897, -1.174], [-1.751, -1.442, -0.471], [-0.616, -1.370, -1.802], [4.262, 0.891, -1.376], [3.342, 2.398, -0.836], [4.499, 1.483, 0.356], [-2.298, 0.136, 1.522], [0.381, -0.361, 0.651], [2.469, -0.331, -0.086]],
  "lumo_energy_ev": -2.8,
  "charge": 1,
  "homo_lumo_gap_ev": 8.7,
  "energy_ev": -13486.3312
}

***

Number 1: maximum force 0.0945 hartree/bohr. Number 2: maximum force 0.0410 hartree/bohr. Number 3: maximum force 0.0825 hartree/bohr. Number 4: maximum force 0.0851 hartree/bohr.